Entry from the Open Molecules 2025 dataset: 5 unconnected molecules or ions with the total composition C19H22Cl2N4 at a distorted geometry (ωB97M-V/def2-TZVPD).

Calculated values
Gap between HOMO and LUMO, eV: 10.178
LUMO energy, Ha: 0.023

Each line ends with the Mulliken charge.
Element x y z (Å)
C (4.7303, 0.6548, 0.3006)  -0.235
C (4.6887, -0.5711, -0.3304)  -0.305
C (3.6656, -1.4040, -0.0232)  -0.198
N (2.6521, -1.0850, 0.7699)  -0.443
C (2.6927, 0.0818, 1.3229)  -0.076
C (3.6952, 1.0178, 1.1182)  -0.670
H (5.5678, 1.3074, 0.0476)  0.380
H (5.3951, -1.0177, -1.0081)  0.373
H (3.6976, -2.3840, -0.4831)  0.348
H (1.8212, 0.3378, 1.9215)  0.420
H (3.8154, 1.9294, 1.6948)  0.394
C (-4.8638, 0.7132, -2.3891)  -0.149
C (-4.2045, 1.8893, -2.1359)  -0.667
C (-2.8453, 1.8559, -1.9815)  -0.166
N (-2.1389, 0.7519, -2.0179)  -0.076
C (-2.7819, -0.3708, -2.2486)  0.012
C (-4.1406, -0.4538, -2.4139)  -0.802
H (-5.9383, 0.6271, -2.4790)  0.362
H (-4.7960, 2.7861, -2.1926)  0.362
H (-2.3123, 2.8001, -1.8621)  0.379
H (-2.1467, -1.2629, -2.2807)  0.372
H (-4.5413, -1.4300, -2.6307)  0.379
C (2.3377, 2.3798, -2.4967)  -0.544
C (1.3211, 1.4772, -2.2445)  -0.032
C (0.9111, 0.6468, -3.2417)  -0.139
N (1.3576, 0.7125, -4.4694)  -0.607
C (2.2724, 1.6175, -4.7322)  -0.308
C (2.7852, 2.4981, -3.7908)  -0.384
H (2.7177, 3.0839, -1.7575)  0.420
H (0.8954, 1.2886, -1.2689)  0.446
H (0.1420, -0.0816, -3.0615)  0.416
H (2.7364, 1.5438, -5.7168)  0.352
H (3.5467, 3.2163, -4.0573)  0.372
Cl (-1.5523, -1.2892, 7.7495)  -0.222
C (-2.1001, -1.7337, 6.0780)  -0.353
C (-1.7737, -3.1714, 5.9337)  -0.415
Cl (-2.5247, -3.7793, 4.3981)  -0.206
H (-1.5350, -1.1554, 5.3536)  0.177
H (-3.1395, -1.4612, 6.0205)  0.359
H (-2.2529, -3.7059, 6.7471)  0.312
H (-0.7094, -3.3870, 5.9046)  0.325
C (-0.9076, -0.9880, 0.9542)  -0.069
C (-1.7557, -0.7032, 2.0793)  0.318
N (-2.4784, -0.4769, 2.9553)  -0.432
H (-0.9388, -0.2334, 0.1673)  -0.107
H (-1.1675, -1.9193, 0.4614)  0.331
H (0.1002, -1.1523, 1.3359)  -0.003